Record 1
This record from the Open Molecules 2025 dataset describes a structure of composition C4H7NS in a non-equilibrium geometry. The level of theory is wB97M-V/def2-TZVPD.

Computed properties:
Highest occupied orbital energy: -8.22 eV
Total energy: -609.40881 Eh
LUMO energy: 0.2 eV
Charge: 0
Multiplicity: 1
ΔE to the lowest compared entry with this formula, charge and spin: 93.93 kcal/mol

Geometry as XYZ:
```
13
Properties=species:S:1:pos:R:3:lowdin_charge:R:1
C 1.69498 -1.36500 1.65453 -0.10
C 0.41612 -0.75842 1.26579 -0.49
C -0.55763 -0.46834 2.06612 -0.02
C 0.35064 -0.47788 -0.21418 -0.18
H 1.73007 -2.23976 1.00276 0.08
H 1.83905 -1.77100 2.65096 0.07
H 2.48059 -0.50708 1.30076 0.14
H -0.34094 -0.19476 3.36274 0.16
H -1.67702 -0.17744 1.66090 0.11
H 1.29051 -0.54488 -0.86776 0.12
H -1.72810 2.09208 -1.72836 -0.11
N -0.62058 0.34882 -0.66259 -0.52
S -0.66717 1.20744 -1.96109 0.73
```



Record 2
This record from the Open Molecules 2025 dataset describes a cluster of 2 separate species, C5H11N in total. The level of theory is wB97M-V/def2-TZVPD.

Computed properties:
Highest occupied orbital energy: -6.89 eV
Total energy: -251.71041 Eh
LUMO energy: 1.1 eV
Charge: 0
Multiplicity: 1
ΔE to the lowest compared entry with this formula, charge and spin: 95.46 kcal/mol

Geometry as XYZ:
```
17
Properties=species:S:1:pos:R:3:lowdin_charge:R:1
C -1.93692 0.43256 -1.06743 -0.08
C -1.31527 0.12776 0.25957 -0.16
N -0.37696 -0.75813 0.41291 -0.17
C 0.38791 -1.72967 -0.36370 -0.10
C 0.63850 -1.33782 1.03320 -0.09
C 1.79311 1.35305 0.52646 -0.06
H -1.93267 1.51233 -1.26756 0.07
H -1.39110 -0.05108 -1.88437 0.07
H -2.98175 0.10178 -1.11462 0.07
H 0.75319 1.16787 0.25063 -0.01
H -1.60057 0.68645 1.14611 0.12
H -0.16508 -2.63080 -0.64708 0.10
H 1.00595 -1.30922 -1.16553 0.09
H 0.72743 -1.77650 2.01324 0.09
H 2.43577 0.59056 0.08133 0.02
H 1.87603 1.27635 1.61346 0.03
H 2.08242 2.34450 0.17338 0.02
```



Record 3
This record from the Open Molecules 2025 dataset describes an isolated molecule of CH4BCl in a non-equilibrium geometry. The level of theory is wB97M-V/def2-TZVPD.

Computed properties:
Highest occupied orbital energy: -7.73 eV
Total energy: -525.35369 Eh
LUMO energy: -0.2 eV
Charge: 0
Multiplicity: 1
ΔE to the lowest compared entry with this formula, charge and spin: 124.55 kcal/mol

Geometry as XYZ:
```
7
Properties=species:S:1:pos:R:3:lowdin_charge:R:1
B -0.72162 -1.27515 -0.14039 -0.41
C 0.18271 1.65361 0.08461 -0.47
Cl -0.75479 0.37942 -0.50290 0.95
H 0.05647 -1.74041 0.66220 0.01
H -1.72499 -1.86886 -0.32700 -0.01
H 1.04776 1.36773 0.52191 -0.08
H 0.57414 2.40562 -0.67135 0.01
```



Q: ΔE to the lowest compared entry with this formula, charge and spin of number 2 (C5H11N)?
A: 95.46 kcal/mol



Q: Number 2 is which compound?
A: C5H11N